# 1
{"formula": "C2H4ClI", "method": "ωB97M-V/def2-TZVPD", "orbital_gap_ha": [0.339, 0.285], "lumo_energy_ev": [-0.66, -0.59], "charge": 0, "e_homo_ev": [-9.880, -8.336], "symbols": ["I", "Cl", "C", "C", "H", "H", "H", "H"], "positions_angstrom": [[-3.0086, 0.2811, 0.0140], [-1.1822, -2.3703, 0.0431], [-1.1748, -0.6704, -0.0917], [-0.0547, -0.0214, 0.5723], [0.7103, -0.6606, 0.2248], [-0.6618, -0.5918, -2.3800], [0.1467, 0.9825, 0.4091], [-0.1320, -0.0186, 1.7338]], "forces_ev_per_angstrom": [[-0.34, 0.05, -0.07], [-0.17, -0.42, 0.06], [-1.02, 0.51, -0.93], [-0.18, -1.19, 2.66], [1.80, -0.22, 0.27], [-0.14, 0.08, 0.82], [0.05, 1.85, -1.15], [0.01, -0.66, -1.67]], "nbo_charge": [0.20, 0.04, -0.23, -0.73, 0.24, 0.02, 0.24, 0.22]}

# 2
{"formula": "C32H37ClGdN2Si2", "method": "ωB97M-V/def2-TZVPD", "orbital_gap_ha": [0.259, 0.115], "lumo_energy_ev": [-2.86, -6.48], "charge": 1, "e_homo_ev": [-9.912, -9.626], "multiplicity": 8, "s2": 16.055, "symbols": ["Gd", "Cl", "Si", "Si", "N", "N", "C", "C", "C", "C", "C", "C", "C", "C", "C", "C", "C", "C", "C", "C", "C", "C", "C", "C", "C", "C", "C", "C", "C", "C", "C", "C", "C", "C", "C", "C", "C", "C", "H", "H", "H", "H", "H", "H", "H", "H", "H", "H", "H", "H", "H", "H", "H", "H", "H", "H", "H", "H", "H", "H", "H", "H", "H", "H", "H", "H", "H", "H", "H", "H", "H", "H", "H", "H", "H"], "positions_angstrom": [[0.3315, -0.4935, -1.1212], [2.2033, 0.9471, -2.2293], [-0.2573, -0.0284, -7.1477], [1.4022, 0.9669, -5.3834], [2.3176, -0.9059, 0.2662], [0.4749, 1.6992, 0.0694], [-2.0073, -1.5015, -0.9090], [-0.7476, -0.9151, -4.5610], [-0.3802, -3.1877, -3.8164], [1.9307, 0.9621, 1.9590], [1.4779, -1.6115, -3.9743], [-0.9914, -0.7854, 1.0409], [-1.6578, 4.3822, -4.5338], [0.8822, 3.8806, -9.4776], [-1.1016, -2.5241, -0.4754], [1.5110, 1.6670, -8.7014], [-0.7996, 2.3732, -8.5817], [0.4343, 3.5841, -5.4680], [2.8209, -0.1712, 1.4944], [-1.2417, -2.1863, -4.2366], [-0.8909, 2.1474, -4.0400], [1.7231, -3.5100, -9.4950], [0.7592, -2.7045, -10.1061], [-1.9406, -0.4253, 0.0147], [1.4167, -2.2915, -7.4220], [0.2133, 2.3214, -4.8890], [0.1334, -1.6780, -9.3910], [1.8545, 2.9005, -9.2688], [0.6466, -0.6139, -4.5488], [0.1864, 1.4251, -8.2883], [-0.4462, 3.5968, -9.1565], [0.9642, -2.8632, -3.5968], [2.0527, -3.2945, -8.1528], [-1.8241, 3.1655, -3.8546], [1.6542, 2.0507, 0.9355], [-0.4611, -2.0668, 0.7189], [-0.5130, 4.5964, -5.3182], [0.4409, -1.4884, -8.0332], [-1.2205, 4.3403, -9.3352], [1.4302, 3.0016, 1.4392], [-0.8001, -0.2298, 1.9571], [-0.3922, 1.9243, 0.5650], [3.8288, 0.2129, 1.2836], [2.8896, 3.1076, -9.5344], [-2.6753, -1.5709, -1.7659], [0.4802, 2.2861, -0.7768], [-2.3156, -2.3784, -4.3230], [-1.8306, 2.1675, -8.2904], [2.2387, -4.2895, -10.0572], [2.2782, -1.8989, 0.4697], [0.9816, 0.5630, 2.3454], [-0.7587, -4.1879, -3.6006], [-2.6742, 3.0141, -3.1869], [2.4222, 1.4463, 2.8158], [-1.6987, -0.1239, -7.0186], [2.8234, -3.8906, -7.6638], [2.5116, 2.2183, 0.2752], [1.6226, -3.5922, -3.1139], [-0.9673, -3.4994, -0.9437], [-2.5430, 0.4873, -0.0007], [2.5264, -1.3815, -3.8432], [1.3298, 3.7259, -6.0790], [0.2395, -2.6412, 1.3304], [-0.3446, 5.5622, -5.8063], [0.5147, -2.8575, -11.1566], [-1.0842, 1.1829, -3.5648], [2.9082, -0.9069, 2.3001], [-2.3947, 5.1825, -4.4215], [2.6352, 1.4302, -4.7525], [-1.4946, -0.1593, -4.8197], [1.6986, -2.0877, -6.3838], [1.1494, 4.8514, -9.8970], [-0.5672, -1.0069, -9.8975], [2.2962, 0.9308, -8.5063], [3.0051, -0.7881, -0.4788]], "forces_ev_per_angstrom": [[1.66, 1.23, -1.65], [0.51, 0.35, 0.01], [2.61, 1.54, -1.95], [-3.18, -1.37, 0.80], [0.55, -0.01, 0.30], [-0.29, 0.45, -0.12], [-0.11, -0.41, 0.49], [0.09, -0.19, 0.29], [0.19, 0.01, 0.33], [-0.18, 0.26, 0.41], [-0.83, -0.35, 0.02], [-1.03, -0.56, -0.31], [0.30, -0.01, 0.11], [-0.38, -0.24, 0.08], [-0.24, 0.27, 0.39], [-0.18, 0.63, 0.22], [0.55, 0.16, 0.15], [-0.56, -0.34, 0.06], [0.03, -0.39, -0.28], [0.00, 0.24, -0.24], [-0.19, 0.27, -0.20], [-0.04, 0.17, 0.37], [-0.01, 0.16, 0.04], [0.10, -0.61, 0.98], [-0.15, 0.00, -0.48], [-0.03, 0.45, 0.17], [0.20, -0.38, 0.13], [-0.01, -0.37, 0.10], [0.13, -0.19, 1.23], [-0.62, 0.01, -0.27], [-0.08, 0.13, -0.11], [0.23, 0.03, 0.04], [0.06, 0.01, 0.03], [0.20, 0.42, -0.23], [-0.55, 0.21, -0.41], [-1.07, -0.17, 0.27], [-0.04, 0.09, 0.18], [0.48, -0.54, 0.24], [0.16, -0.09, -0.01], [0.14, -0.25, -0.07], [0.00, -0.12, -0.45], [0.35, -0.07, -0.05], [-0.28, -0.14, -0.01], [-0.18, -0.10, 0.01], [0.26, 0.07, 0.22], [0.17, -0.07, 0.44], [0.39, 0.06, 0.02], [0.17, 0.20, -0.12], [-0.21, 0.22, 0.12], [0.15, -0.03, 0.12], [0.31, 0.17, -0.09], [0.15, 0.29, 0.00], [0.16, 0.07, -0.25], [-0.02, -0.26, -0.15], [-0.44, 0.25, 0.48], [-0.17, 0.06, -0.22], [-0.16, -0.11, 0.10], [-0.13, 0.13, -0.38], [0.01, 0.40, 0.12], [0.24, -0.38, -0.06], [0.09, -0.16, 0.02], [-0.32, 0.16, 0.06], [-0.31, 0.23, -0.26], [-0.17, -0.36, 0.20], [0.06, 0.05, 0.23], [0.18, 0.44, 0.02], [0.07, 0.15, -0.11], [0.25, -0.31, -0.04], [0.76, -0.43, -0.80], [0.44, -0.36, -0.13], [-0.08, -0.29, -0.46], [-0.05, -0.30, 0.11], [0.18, -0.28, 0.16], [-0.22, 0.13, -0.07], [-0.06, 0.06, 0.11]], "lowdin_spin": [6.82, 0.04, 0.02, 0.04, 0.02, 0.02, 0.01, 0.00, 0.00, 0.00, 0.01, -0.02, 0.00, 0.00, 0.00, 0.01, 0.00, 0.00, 0.00, 0.00, 0.00, 0.00, 0.00, -0.01, 0.00, 0.01, 0.00, 0.00, 0.02, 0.01, 0.00, 0.00, 0.00, 0.00, 0.00, -0.01, 0.00, 0.00, 0.00, 0.00, 0.00, 0.00, 0.00, 0.00, 0.00, 0.00, 0.00, 0.00, 0.00, 0.00, 0.00, 0.00, 0.00, 0.00, 0.00, 0.00, 0.00, 0.00, 0.00, 0.00, 0.00, 0.00, 0.00, 0.00, 0.00, 0.00, 0.00, 0.00, 0.00, 0.00, 0.00, 0.00, 0.00, 0.00, 0.00]}

# 3
{"formula": "C23H29CoN7S2Sb", "method": "ωB97M-V/def2-TZVPD", "orbital_gap_ha": [0.163, 0.162], "lumo_energy_ev": [-7.99, -7.99], "charge": 2, "e_homo_ev": [-12.415, -12.408], "symbols": ["Sb", "Co", "S", "S", "N", "N", "N", "N", "N", "N", "N", "C", "C", "C", "C", "C", "C", "C", "C", "C", "C", "C", "C", "C", "C", "C", "C", "C", "C", "C", "C", "C", "C", "C", "H", "H", "H", "H", "H", "H", "H", "H", "H", "H", "H", "H", "H", "H", "H", "H", "H", "H", "H", "H", "H", "H", "H", "H", "H", "H", "H", "H", "H"], "positions_angstrom": [[0.2663, 1.4384, -1.9005], [0.5161, -1.0105, -0.7350], [0.0742, -5.6516, -0.0013], [2.5493, -0.7346, 0.1240], [-1.5203, -2.0991, 2.7112], [2.7466, -1.3807, -2.5043], [0.3379, -3.1361, -0.2199], [-0.4694, -0.9458, 1.1149], [-1.1149, -1.3686, -1.8427], [4.6914, -0.9623, -1.4197], [1.4077, -1.4043, -2.3537], [3.3610, -1.0522, -1.3808], [0.6651, -1.7671, -3.3422], [0.9494, 1.5192, 2.5516], [-0.8537, -2.1667, 1.5576], [-1.5620, -0.7647, 3.0813], [-2.1014, 2.9139, -0.5223], [1.3548, 2.9601, 2.8117], [-0.6063, 1.3496, 2.2100], [-2.1673, -0.1274, 4.1365], [0.7086, -4.2551, -0.7608], [2.8401, 2.9240, -0.7469], [-0.4785, -3.3613, 0.8517], [-2.4081, -1.3271, -1.5214], [-1.7157, -2.1098, -4.0383], [-3.4098, -1.6630, -2.4128], [-0.7664, -1.7574, -3.0899], [-3.0552, -2.0610, -3.6942], [-2.0769, 1.2810, 4.2294], [2.2425, 2.3048, -2.0021], [-1.3670, 1.9765, 3.3033], [-0.8694, -0.0801, 2.0692], [-0.7396, -4.6743, 1.1217], [-0.6026, 3.0675, -0.7699], [-3.8151, -2.3254, -4.4169], [2.1398, 3.0708, -2.7771], [2.8972, 1.5401, -2.4247], [-2.7162, -0.6865, 4.8859], [1.0207, 3.3157, 3.7856], [1.4725, 1.1162, 1.6859], [-0.7390, 1.8851, 1.2699], [-0.0488, 3.3385, 0.1289], [2.1968, 3.7040, -0.3376], [-2.3329, 2.0600, 0.1246], [1.0990, -2.0395, -4.2966], [3.0165, 2.1734, 0.0231], [-1.3459, -5.1072, 1.9017], [1.3660, -4.3158, -1.6172], [-1.4002, -2.4090, -5.0283], [-1.2878, 3.0527, 3.3915], [-1.8820, -2.8826, 3.2335], [5.2185, -0.7628, -0.5889], [1.1752, 0.8875, 3.4122], [3.7980, 3.3946, -0.9756], [-0.4256, 3.8984, -1.4614], [-2.6442, -0.9870, -0.5204], [-2.6360, 2.7484, -1.4585], [2.4420, 3.0278, 2.7937], [0.9760, 3.6361, 2.0448], [-4.4449, -1.6038, -2.1091], [-2.5301, 3.8034, -0.0576], [-2.5734, 1.7889, 5.0434], [5.1777, -1.1965, -2.2700]], "forces_ev_per_angstrom": [[0.24, -0.37, -0.25], [-0.47, 0.07, 0.21], [0.01, 0.02, -0.02], [-0.08, 0.10, -0.07], [-0.01, -0.03, -0.01], [-0.02, 0.00, 0.06], [0.24, 0.03, -0.24], [0.09, 0.00, -0.02], [0.06, 0.00, 0.04], [0.02, -0.05, 0.02], [-0.07, 0.17, 0.01], [0.01, 0.00, 0.00], [0.01, 0.05, 0.04], [0.00, 0.02, -0.01], [-0.02, 0.08, 0.09], [-0.02, 0.03, -0.03], [-0.02, -0.02, -0.03], [0.02, 0.00, 0.00], [0.08, 0.00, 0.04], [0.02, 0.00, 0.02], [0.02, -0.01, -0.04], [0.00, 0.00, 0.01], [0.00, -0.07, 0.01], [0.03, 0.06, -0.01], [0.00, 0.00, 0.00], [0.00, -0.01, 0.01], [-0.01, 0.04, 0.05], [0.00, -0.01, -0.01], [-0.02, 0.00, 0.01], [0.02, -0.05, 0.01], [0.02, 0.01, -0.02], [-0.06, 0.05, -0.06], [0.00, 0.01, 0.00], [-0.02, -0.02, 0.16], [0.00, 0.01, 0.00], [-0.07, -0.05, -0.02], [-0.01, 0.00, 0.03], [-0.01, 0.01, 0.00], [0.00, 0.01, -0.01], [0.02, 0.00, -0.03], [0.04, 0.01, 0.01], [0.02, -0.05, 0.05], [-0.01, 0.00, 0.03], [-0.06, 0.03, -0.07], [0.00, -0.02, 0.01], [-0.02, -0.02, 0.05], [0.00, 0.00, 0.00], [0.00, 0.00, 0.00], [0.00, 0.00, 0.00], [0.00, -0.01, 0.00], [0.00, 0.00, 0.00], [0.00, 0.02, 0.00], [0.01, -0.01, 0.00], [0.01, -0.01, 0.01], [-0.01, -0.04, -0.02], [0.00, -0.01, 0.00], [0.00, 0.00, 0.00], [0.00, 0.00, 0.01], [0.00, 0.01, -0.01], [0.00, 0.00, 0.00], [0.01, 0.01, 0.01], [0.00, 0.00, 0.00], [0.00, 0.01, -0.01]], "nbo_charge": [0.86, 0.64, 0.60, -0.21, -0.50, -0.42, -0.47, -0.51, -0.47, -0.75, -0.21, 0.31, 0.02, -0.33, 0.53, 0.08, -0.63, -0.63, -0.41, -0.01, -0.11, -0.63, -0.01, 0.06, -0.20, -0.24, 0.15, -0.12, -0.28, -0.76, 0.06, 0.32, -0.38, -0.80, 0.25, 0.23, 0.23, 0.26, 0.22, 0.25, 0.33, 0.20, 0.20, 0.17, 0.24, 0.20, 0.27, 0.26, 0.25, 0.25, 0.45, 0.42, 0.22, 0.23, 0.25, 0.20, 0.23, 0.25, 0.22, 0.25, 0.23, 0.27, 0.42]}

# 4
{"formula": "C29H35O5STc", "method": "ωB97M-V/def2-TZVPD", "orbital_gap_ha": [0.116, 0.198], "lumo_energy_ev": [2.21, 2.21], "charge": -1, "e_homo_ev": [-0.938, -3.169], "multiplicity": 4, "s2": 3.785, "symbols": ["Tc", "S", "O", "O", "O", "O", "O", "C", "C", "C", "C", "C", "C", "C", "C", "C", "C", "C", "C", "C", "C", "C", "C", "C", "C", "C", "C", "C", "C", "C", "C", "C", "C", "C", "C", "C", "H", "H", "H", "H", "H", "H", "H", "H", "H", "H", "H", "H", "H", "H", "H", "H", "H", "H", "H", "H", "H", "H", "H", "H", "H", "H", "H", "H", "H", "H", "H", "H", "H", "H", "H"], "positions_angstrom": [[-0.2476, -0.0117, 0.2512], [0.3023, -1.9441, -1.1258], [-0.7820, 0.5690, -2.3100], [-4.5462, 4.7037, -4.3821], [-2.3887, 6.3669, -5.1989], [-2.5026, 4.5497, -6.4972], [-3.7096, 4.8605, -2.2850], [-1.9177, -1.2722, 0.8735], [-2.3229, 4.0949, -4.1468], [2.5486, 0.5639, -0.7078], [0.7731, -4.5617, -0.8178], [-3.5840, 4.5817, -3.4639], [2.3829, -0.3724, 0.3391], [-1.1212, 0.4979, 2.1156], [1.1123, -3.2706, 1.2024], [-1.0715, 1.9850, -4.3528], [1.4910, -5.6587, 1.2114], [-1.0300, 4.2162, -3.2386], [-2.3812, 5.0162, -5.3662], [1.4697, -4.4327, 1.8829], [-2.4881, -0.0698, 0.3505], [-0.5008, 2.8077, -3.1780], [-0.8950, 0.5060, -3.7670], [1.1511, -5.7145, -0.1509], [-5.7913, 5.1471, -3.8489], [-1.0699, 1.9779, -2.0190], [-2.1429, -0.3491, -3.8508], [-2.4852, 2.5832, -4.4902], [-1.0329, -0.9110, 1.9456], [0.3086, -0.0685, -4.4652], [-1.9853, 1.0283, 1.1061], [0.7310, -3.3083, -0.1528], [1.4597, 0.1488, 1.3073], [-2.1187, 7.0604, -3.9389], [1.7208, 1.6744, -0.4633], [1.0310, 1.4871, 0.7935], [-2.7846, 0.0305, -4.6684], [-0.0527, -0.3923, -5.4721], [-2.1295, -2.2981, 0.5399], [3.2439, 0.4624, -1.5311], [-6.1743, 4.4252, -3.1241], [-1.3392, 4.6367, -2.2760], [0.7349, -0.9349, -3.9466], [1.1929, -6.6661, -0.6826], [-6.4367, 5.2179, -4.7112], [2.9575, -1.2981, 0.4676], [-0.4529, -1.6092, 2.5621], [1.6820, 2.6047, -1.0309], [-1.7106, 8.0140, -4.2769], [-0.6244, 1.0885, 2.9166], [-1.4015, 6.5503, -3.2964], [-3.2223, 0.0000, -0.4584], [0.5368, 2.2411, 1.3808], [-0.5840, 2.2176, -1.0167], [-2.7133, -0.4128, -2.8951], [1.7892, -6.5755, 1.7495], [-3.0715, 7.2355, -3.4023], [1.1646, -2.3188, 1.7274], [-1.8286, -1.3776, -4.0765], [1.7476, -4.3689, 2.9463], [0.5793, 2.8051, -3.1111], [0.5176, -4.5750, -1.8698], [-2.9302, 2.4876, -5.4855], [-5.6718, 6.1221, -3.3665], [-0.5325, 2.1717, -5.3107], [1.0999, 0.6704, -4.6119], [-2.2285, 2.0989, 0.9533], [-3.1622, 2.1529, -3.7384], [-0.3192, 4.9095, -3.7109], [1.4507, -0.1184, 2.3519], [-2.1755, 2.1585, -1.9447]], "forces_ev_per_angstrom": [[-1.29, -1.36, -1.85], [-0.05, -0.03, -0.72], [0.84, 3.36, -0.85], [-0.45, -0.13, 0.67], [0.44, -0.39, 0.31], [0.39, 1.41, 1.93], [-0.19, -0.32, -1.15], [-1.08, -0.65, 0.66], [0.00, 0.72, 0.53], [-0.04, 0.32, 0.50], [0.10, 0.17, 0.59], [0.36, -0.07, 1.60], [1.70, 0.45, 0.11], [0.03, 0.57, 1.19], [0.03, 0.00, 0.01], [0.27, 0.20, 0.63], [0.14, -0.36, 0.31], [-1.10, 0.35, -0.92], [0.49, -1.12, -2.44], [0.02, -0.28, -0.20], [-1.25, -0.07, 0.31], [-0.11, -0.89, 0.44], [-1.17, 0.49, 0.15], [0.08, 0.11, 0.39], [-0.16, 0.11, 0.04], [0.58, 0.15, 1.48], [-0.76, -0.79, -1.22], [-0.04, 0.21, -0.02], [-1.33, -1.91, 1.52], [0.07, -0.81, -0.53], [-1.00, 0.99, -0.54], [0.35, -0.66, -0.04], [1.90, 1.69, 0.08], [-0.59, -0.05, -0.57], [1.11, 0.39, 0.45], [2.03, 0.07, 0.03], [0.00, -0.54, 0.27], [0.42, 0.17, 0.58], [0.28, 0.73, 0.08], [-0.27, -0.13, -0.13], [0.02, 0.12, -0.08], [0.24, -0.20, 0.00], [-0.23, 0.12, 0.03], [-0.03, 0.19, 0.12], [-0.28, 0.06, -0.07], [-0.44, 0.39, -0.24], [-0.66, 0.42, -0.24], [0.00, -0.37, -0.07], [-0.03, -0.08, 0.21], [-0.32, -0.57, -0.91], [-0.24, 0.07, -0.19], [0.45, -0.06, 0.27], [0.25, 0.34, 0.02], [-0.86, -0.29, -1.39], [0.49, 0.41, -0.77], [-0.20, 0.53, -0.35], [0.54, -0.17, -0.24], [-0.10, -0.27, -0.32], [-0.29, 0.12, -0.01], [-0.11, -0.09, -0.55], [0.32, -0.22, -0.07], [-0.03, -0.08, -0.01], [0.12, -0.12, 0.26], [-0.07, -0.17, -0.06], [-0.20, -0.49, 0.64], [-0.06, 0.01, 0.12], [0.09, -0.93, 0.17], [0.12, -0.02, -0.35], [-0.06, -0.32, 0.13], [0.05, -0.16, 0.10], [0.74, -0.29, 0.13]], "lowdin_spin": [1.74, 0.10, 0.05, 0.00, 0.00, 0.00, 0.00, 0.07, 0.00, 0.13, 0.01, 0.00, 0.29, 0.03, 0.01, 0.00, 0.01, 0.00, 0.00, 0.00, 0.10, 0.00, 0.01, 0.00, 0.00, 0.01, 0.00, 0.00, 0.02, 0.00, 0.02, 0.01, 0.02, 0.00, 0.25, 0.03, 0.00, 0.00, 0.01, 0.00, 0.00, 0.00, 0.00, 0.00, 0.00, 0.02, 0.01, 0.02, 0.00, 0.01, 0.00, 0.02, 0.01, 0.01, 0.00, 0.00, 0.00, 0.00, 0.00, 0.00, 0.00, 0.00, 0.00, 0.00, 0.00, 0.00, 0.01, 0.00, 0.00, 0.01, 0.00]}

| no. | electronic energy (hartree) |
| --- | --- |
| 1 | -836.3198 |
| 2 | -3155.7047 |
| 3 | -3696.0109 |
| 4 | -1981.1008 |